Record 1
{"formula": "C47H60BrClHfNO5SSi", "method": "ωB97M-V/def2-TZVPD", "de_lowest_kj_mol": 188.0, "charge": -1, "gap_ha": 0.283, "lumo_ev": 2.25, "energy_ha": -6028.105188, "symbols": ["Hf", "C", "C", "C", "C", "C", "C", "C", "N", "C", "C", "C", "C", "C", "C", "O", "C", "C", "C", "C", "C", "C", "C", "C", "C", "O", "C", "C", "C", "C", "C", "C", "H", "H", "H", "H", "H", "H", "H", "H", "H", "H", "H", "H", "H", "H", "H", "H", "H", "H", "H", "H", "H", "H", "H", "H", "H", "H", "H", "H", "H", "H", "H", "H", "H", "H", "H", "H", "H", "H", "H", "H", "Br", "C", "C", "C", "C", "C", "C", "C", "C", "C", "C", "H", "H", "H", "H", "H", "H", "Cl", "C", "Si", "C", "C", "C", "C", "C", "C", "C", "H", "H", "H", "H", "H", "H", "H", "H", "H", "H", "H", "C", "S", "O", "O", "O", "H", "H", "H"], "coordinates": [[-1.12139, 0.64727, -2.19711], [0.37158, -3.24160, 4.36305], [-0.57051, -2.07832, 4.05577], [0.01086, -0.77864, 4.49834], [-1.97124, -2.26046, 4.70897], [-0.72751, -1.95598, 2.49775], [0.24893, -1.30879, 1.71736], [-0.02817, -1.16866, 0.36240], [0.94657, -0.52673, -0.52011], [1.56701, 0.70813, -0.07965], [2.63628, 0.74384, 0.83622], [3.34165, 1.86909, 1.14934], [2.98442, 3.05018, 0.57445], [1.86398, 3.12164, -0.22273], [1.19625, 1.98591, -0.62078], [0.13293, 2.06075, -1.40324], [1.32711, 4.50250, -0.67180], [-0.05383, 4.82545, -0.15974], [2.23123, 5.59795, -0.21725], [1.26489, 4.59246, -2.23294], [4.29655, 1.97211, 2.27755], [4.70073, 0.58048, 2.76508], [3.54820, 2.72231, 3.40440], [5.63985, 2.71895, 1.84677], [-1.23132, -1.56193, -0.28638], [-1.47542, -1.24923, -1.54610], [-2.11013, -2.28440, 0.47864], [-1.82448, -2.46696, 1.81570], [-3.28826, -3.01774, -0.14509], [-4.02024, -3.93400, 0.86207], [-4.37028, -2.07230, -0.65191], [-2.71090, -4.06065, -1.13198], [0.54960, -3.32156, 5.40679], [1.24910, -3.24413, 3.75635], [-0.02470, -4.24666, 4.13370], [0.11839, -0.65723, 5.53742], [-0.63008, 0.10920, 4.20479], [1.01420, -0.59241, 3.97299], [-1.86667, -2.35899, 5.82266], [-2.40692, -3.20559, 4.50366], [-2.71374, -1.48541, 4.50959], [1.17625, -0.96028, 2.05460], [2.97483, -0.16785, 1.34948], [3.54466, 3.90812, 0.66650], [-0.03732, 5.06932, 0.88381], [-0.80900, 4.08407, -0.29756], [-0.34382, 5.78457, -0.61891], [2.35297, 5.65625, 0.89686], [1.77859, 6.63308, -0.39489], [3.16824, 5.44659, -0.79809], [0.37922, 3.89732, -2.39809], [2.14303, 4.17511, -2.80086], [1.02839, 5.58404, -2.55464], [3.83224, 0.14158, 3.38854], [5.47279, 0.52812, 3.50362], [5.03063, -0.13257, 1.92755], [2.60762, 2.23974, 3.63014], [3.29059, 3.81558, 3.40511], [4.23032, 2.62571, 4.27196], [6.16080, 2.14024, 1.14361], [6.30399, 2.74868, 2.69973], [5.48918, 3.70694, 1.43858], [-2.54706, -3.05311, 2.41926], [-4.59447, -3.34749, 1.57096], [-3.36113, -4.74219, 1.20165], [-4.80883, -4.37721, 0.24646], [-4.74720, -1.47412, 0.20704], [-5.20429, -2.65850, -1.07151], [-4.02329, -1.39916, -1.38376], [-2.05024, -4.67447, -0.56428], [-2.09927, -3.52494, -1.94142], [-3.55252, -4.59376, -1.56170], [-2.49797, 3.40600, -2.81307], [-3.81848, 2.77347, -4.01287], [-4.59004, 3.77036, -4.54172], [-5.52377, 3.41417, -5.51062], [-5.56835, 2.10641, -6.02540], [-4.70829, 1.09414, -5.45216], [-4.90617, -0.29054, -5.90624], [-4.03375, -1.23501, -5.42252], [-3.06952, -0.84234, -4.44879], [-2.92332, 0.37273, -3.87672], [-3.86235, 1.37269, -4.35559], [-4.64818, 4.81100, -4.19231], [-6.21414, 4.26498, -5.92073], [-6.24977, 1.84820, -6.84497], [-5.51994, -0.54489, -6.83121], [-4.05320, -2.21178, -5.83079], [-2.37050, -1.57117, -4.12974], [0.31770, 0.10269, -4.15558], [3.32661, -0.81974, -2.21389], [2.04921, -1.74883, -1.18165], [0.96096, -2.90266, -2.26319], [3.06567, -2.79430, -0.00882], [4.38971, -2.44354, 0.42495], [5.08621, -3.14084, 1.32086], [4.50649, -4.18347, 2.04554], [3.22195, -4.53037, 1.69044], [2.51217, -3.86224, 0.69756], [4.10109, -1.57883, -2.42831], [3.68786, 0.12084, -1.76586], [2.79609, -0.47796, -3.11280], [1.52766, -3.73711, -2.76002], [0.33989, -2.41723, -3.00678], [0.29655, -3.53195, -1.65443], [4.84815, -1.54314, -0.05376], [6.07518, -2.86530, 1.61744], [5.02598, -4.71890, 2.83813], [2.66318, -5.37344, 2.09849], [1.45285, -4.12205, 0.40938], [-1.61067, 1.53277, 1.77283], [-2.99939, 1.62884, 0.61212], [-3.21566, 3.01850, 0.31284], [-4.02008, 0.71699, 1.07298], [-2.37385, 1.00121, -0.66278], [-2.17146, 1.47815, 2.69548], [-0.94064, 2.33374, 1.70193], [-1.24208, 0.51052, 1.57759]]}



Record 2
{"formula": "C47H61IrN2O2PSeTe", "method": "ωB97M-V/def2-TZVPD", "de_lowest_kj_mol": 0.0, "charge": 2, "gap_ha": [0.269, 0.179], "spin_multiplicity": 2, "lumo_ev": [-5.05, -7.49], "energy_ha": -5202.311918, "symbols": ["Ir", "C", "C", "C", "C", "C", "C", "C", "Se", "C", "C", "C", "C", "C", "C", "O", "C", "C", "C", "C", "C", "C", "C", "C", "C", "O", "C", "C", "C", "C", "C", "C", "H", "H", "H", "H", "H", "H", "H", "H", "H", "H", "H", "H", "H", "H", "H", "H", "H", "H", "H", "H", "H", "H", "H", "H", "H", "H", "H", "H", "H", "H", "H", "H", "H", "H", "H", "H", "H", "H", "H", "H", "N", "P", "C", "C", "C", "C", "C", "C", "C", "C", "C", "C", "C", "C", "C", "C", "C", "C", "C", "N", "H", "H", "H", "H", "H", "H", "H", "H", "H", "H", "H", "H", "H", "H", "H", "C", "Te", "C", "H", "H", "H", "H", "H", "H"], "coordinates": [[0.57178, -0.21916, -0.22426], [0.19740, 7.08896, 0.99755], [-0.36576, 6.67229, -0.37382], [0.65171, 7.02254, -1.47651], [-1.65780, 7.44615, -0.63045], [-0.57230, 5.17323, -0.37858], [0.54781, 4.32483, -0.13822], [0.39244, 2.97943, -0.13886], [1.87881, 1.81234, 0.21665], [1.72052, 1.61737, 2.10460], [2.52057, 2.43395, 2.90775], [2.40665, 2.35142, 4.27474], [1.45404, 1.44780, 4.77028], [0.64105, 0.63430, 4.00084], [0.78860, 0.69430, 2.58381], [0.07516, -0.09954, 1.76886], [-0.39273, -0.28166, 4.65856], [-1.79694, 0.13522, 4.19675], [-0.37493, -0.18012, 6.18640], [-0.09623, -1.74482, 4.30144], [3.23751, 3.18734, 5.24352], [2.30496, 4.11685, 6.03240], [4.27178, 4.04073, 4.50960], [3.97753, 2.25983, 6.21788], [-0.87772, 2.37473, -0.40335], [-0.98050, 1.10853, -0.45677], [-2.03928, 3.21764, -0.61546], [-1.82368, 4.57829, -0.60926], [-3.40493, 2.60290, -0.87817], [-3.79641, 1.65312, 0.26854], [-4.49185, 3.67535, -0.98038], [-3.35564, 1.84523, -2.22024], [0.39258, 8.16163, 0.98964], [1.13520, 6.58592, 1.23565], [-0.51668, 6.87982, 1.79525], [0.80372, 8.10204, -1.49020], [0.28709, 6.71964, -2.45928], [1.62258, 6.55512, -1.30774], [-1.44213, 8.51382, -0.60520], [-2.41137, 7.24798, 0.13364], [-2.08152, 7.22198, -1.61099], [1.51964, 4.76061, 0.05510], [3.22531, 3.10915, 2.44009], [1.34732, 1.38824, 5.84327], [-2.00421, 1.16221, 4.50401], [-2.54985, -0.50900, 4.65542], [-1.89561, 0.08294, 3.11652], [-0.58759, 0.83279, 6.53210], [0.58000, -0.49975, 6.60784], [-1.14777, -0.83292, 6.59334], [-0.12607, -1.90190, 3.22724], [-0.83181, -2.40126, 4.77137], [0.89022, -2.03321, 4.67313], [1.79954, 4.81856, 5.36580], [2.87627, 4.69176, 6.76274], [1.54191, 3.55600, 6.57406], [3.80020, 4.76839, 3.84482], [4.96157, 3.42767, 3.92518], [4.86269, 4.59965, 5.23522], [3.28754, 1.69498, 6.84594], [4.61624, 2.84682, 6.87908], [4.60728, 1.54859, 5.67981], [-2.66453, 5.23016, -0.78107], [-3.85931, 2.19230, 1.21574], [-3.09329, 0.83272, 0.38920], [-4.78156, 1.23483, 0.05799], [-4.53464, 4.30219, -0.08801], [-5.45950, 3.18436, -1.08045], [-4.35928, 4.31441, -1.85513], [-2.62200, 1.03952, -2.21407], [-3.11350, 2.52581, -3.03882], [-4.33704, 1.41267, -2.42155], [1.62756, -2.16548, -2.27442], [1.37318, -0.46468, -2.31428], [3.04791, 0.10048, -2.71566], [4.03215, 0.23906, -1.73606], [5.35224, 0.46500, -2.09428], [5.70759, 0.54697, -3.43244], [4.74466, 0.37546, -4.41684], [3.42514, 0.14384, -4.06342], [0.32022, -0.04128, -3.69873], [-0.70559, -0.89995, -4.09200], [-1.62212, -0.49376, -5.04869], [-1.52929, 0.77725, -5.59974], [-0.51586, 1.63894, -5.20222], [0.41429, 1.23314, -4.25725], [2.17266, -2.56787, -1.05306], [2.95670, -3.70975, -0.91969], [3.39886, -4.07235, 0.33364], [3.06455, -3.29204, 1.43948], [2.30712, -2.16565, 1.24337], [1.87239, -1.80024, 0.01736], [2.02548, -2.62558, -3.08480], [3.79195, 0.13721, -0.68850], [6.10408, 0.57413, -1.32419], [6.73712, 0.73118, -3.70849], [5.02020, 0.41946, -5.46179], [2.68937, 0.00528, -4.84508], [-0.77723, -1.89761, -3.67609], [-2.40415, -1.16929, -5.36800], [-2.24362, 1.09310, -6.34817], [-0.43932, 2.62563, -5.63897], [1.20706, 1.90924, -3.95890], [3.20169, -4.29692, -1.79420], [4.00579, -4.95978, 0.45329], [3.39263, -3.55074, 2.43513], [2.01490, -1.51033, 2.05166], [-2.16523, -2.16872, 1.24857], [-1.41490, -1.90965, -0.71073], [-0.67252, -3.89135, -0.82179], [-3.09744, -2.72483, 1.19432], [-2.31720, -1.18411, 1.67264], [-1.41988, -2.70442, 1.82713], [-0.07873, -4.11110, 0.06291], [-0.08385, -4.00522, -1.72552], [-1.54102, -4.54464, -0.86308]]}



> Which formula does entry 2 have?

C47H61IrN2O2PSeTe